This record from OMol25 describes the molecule C27H30N2O5. The level of theory is ωB97M-V/def2-TZVPD.

```
64
Properties=species:S:1:pos:R:3:mulliken_charge:R:1
C 1.69378 -1.42110 5.51172 -1.40
C 0.38137 -0.94179 4.94565 0.96
O -0.68164 -1.16984 5.47103 -0.60
N 0.47122 -0.22945 3.76205 0.35
C 1.62608 0.16135 3.10449 -1.21
C 1.34029 0.80327 1.94409 -0.71
C 2.38867 1.30673 0.98311 0.70
C 1.79570 2.10599 -0.13123 -1.37
C 1.65008 1.62386 -1.36546 1.23
C 0.92346 2.40356 -2.41120 0.14
O 0.49693 3.52399 -2.20421 -0.70
N 0.75229 1.73345 -3.57128 -0.15
C -0.21898 2.13832 -4.55982 -1.16
C -1.42459 1.23048 -4.53583 0.26
C -1.98053 0.74568 -5.71128 -0.55
C -3.07714 -0.09849 -5.67273 -0.57
C -3.62176 -0.47604 -4.45750 -0.56
C -3.07253 0.00278 -3.27959 -0.46
C -1.98360 0.85398 -3.31971 0.24
O 2.03510 0.36082 -1.76304 -0.49
C 2.34076 -0.53090 -0.71481 -0.29
O 1.19992 -1.04490 -0.10807 0.15
C 0.32669 -1.76866 -0.95499 -0.33
C -0.74210 -2.46166 -0.11470 -0.17
C -0.20244 -3.61343 0.73530 -1.01
C 0.50791 -3.12547 1.99872 0.21
O 1.11088 -4.16918 2.73276 -0.59
C 3.18335 0.14151 0.36841 -1.26
C -0.09579 0.83318 1.83142 1.48
C -0.98856 1.33257 0.88628 0.31
C -2.34152 1.14826 1.08458 -0.85
C -2.82398 0.48717 2.21088 -0.72
C -1.96342 -0.00034 3.17547 -0.80
C -0.60367 0.17899 2.97574 -0.95
H 1.49030 -1.95591 6.43529 0.36
H 2.16885 -2.10030 4.80668 0.34
H 2.35995 -0.58739 5.72047 0.35
H 2.59255 -0.04197 3.52151 0.60
H 3.08514 1.93887 1.54810 0.68
H 1.44498 3.10509 0.07087 0.36
H 1.09774 0.78611 -3.61314 0.33
H 0.23979 2.13889 -5.55337 0.40
H -0.50854 3.16299 -4.30249 0.37
H -1.55519 1.03366 -6.66223 0.35
H -3.50356 -0.46641 -6.59437 0.38
H -4.47298 -1.13986 -4.42805 0.39
H -3.49284 -0.28550 -2.32713 0.48
H -1.56586 1.23558 -2.39893 0.37
H 2.90606 -1.33923 -1.21824 0.33
H -0.15441 -1.08359 -1.66730 -0.07
H 0.90628 -2.50744 -1.53101 0.45
H -1.21111 -1.71834 0.53080 -0.22
H -1.49610 -2.84587 -0.80391 0.50
H -1.02729 -4.26532 1.02979 0.33
H 0.49424 -4.20994 0.13711 0.47
H 1.25311 -2.36729 1.72822 -0.04
H -0.21872 -2.67545 2.67794 0.11
H 1.68013 -4.67275 2.13987 0.36
H 4.09512 0.51905 -0.09731 0.49
H 3.44255 -0.59816 1.12354 0.53
H -0.63730 1.86201 0.01669 0.45
H -3.04091 1.52935 0.35454 0.51
H -3.88858 0.35868 2.33703 0.40
H -2.33218 -0.50283 4.05370 0.54
```

Its SMILES is CC(=O)n1cc([C@@H]2C=C(C(=O)NCc3ccccc3)O[C@H](OCCCCO)C2)c2ccccc21. Its relative energy (zero: lowest compared OMol25 entry of this formula, charge and spin) is 8.38 kcal per mole. Its total energy is -1532.610340 hartree. Its net charge is 0. The calculation puts the molar mass at 462.5 g/mol.

---

This record from OMol25 describes the molecule C27H30N4OS in a non-equilibrium geometry. The level of theory is ωB97M-V/def2-TZVPD.

```
63
Properties=species:S:1:pos:R:3:mulliken_charge:R:1
O -1.04573 0.50259 -2.06305 -0.73
C 0.06790 0.95485 -1.87011 -1.30
N 0.38246 1.60548 -0.72402 -0.06
C -0.51342 1.57022 0.41436 -1.26
C -0.23073 0.36440 1.24483 0.81
N 0.95366 0.03774 1.68268 -0.73
N 0.85986 -1.12159 2.34752 -0.46
C -0.39169 -1.48765 2.32150 0.35
S -1.05706 -2.93095 3.02327 -0.14
C -0.01242 -2.96051 4.53934 -1.25
C -0.33489 -1.76340 5.36956 0.51
C -1.54403 -1.69465 6.05410 -0.28
C -1.88096 -0.55971 6.76788 -0.57
C -1.01515 0.52163 6.79984 -0.41
C 0.18823 0.46050 6.11834 -0.67
C 0.52881 -0.67564 5.40448 -0.17
N -1.14633 -0.57842 1.62759 0.52
C -2.54622 -0.60227 1.44752 -0.25
C -3.08955 -0.60527 0.16979 -0.05
C -4.46588 -0.63394 0.02548 -0.78
C -5.28773 -0.66709 1.13921 -0.46
C -4.73606 -0.66291 2.40999 -0.69
C -3.36375 -0.62710 2.57125 -0.04
C 1.15543 0.86038 -2.93762 3.37
C 0.61915 1.55673 -4.19744 -1.56
C 1.60688 1.38286 -5.34790 0.43
C 2.94737 2.00557 -4.96210 -1.48
C 3.48712 1.30708 -3.71543 0.20
C 3.68492 -0.17917 -4.00786 -1.48
C 2.34308 -0.79925 -4.39335 0.43
C 1.79686 -0.10463 -5.63967 -1.45
C 1.35680 -0.63245 -3.24035 -1.80
C 2.50100 1.47780 -2.55566 -1.89
H 1.35039 1.76825 -0.49926 0.35
H -1.53968 1.54019 0.04194 0.40
H -0.36136 2.47705 1.00714 0.40
H 1.02411 -2.97182 4.20990 0.41
H -0.27369 -3.89495 5.03396 0.52
H -2.22394 -2.53428 6.01385 0.39
H -2.82216 -0.51623 7.29632 0.40
H -1.28065 1.41035 7.35320 0.40
H 0.86443 1.30234 6.13714 0.40
H 1.45946 -0.71753 4.85904 0.40
H -2.44675 -0.57766 -0.69782 0.54
H -4.89299 -0.63425 -0.96557 0.41
H -6.36024 -0.69529 1.01831 0.39
H -5.37458 -0.68478 3.28009 0.41
H -2.92296 -0.61666 3.55765 0.46
H 0.46847 2.61941 -3.98951 0.48
H -0.34905 1.12507 -4.45672 0.48
H 1.21278 1.88372 -6.23930 0.29
H 3.65906 1.89878 -5.78369 0.54
H 2.81990 3.07296 -4.76643 0.48
H 4.44745 1.75434 -3.43353 0.27
H 4.08852 -0.68237 -3.12620 0.49
H 4.40177 -0.30451 -4.82240 0.53
H 2.47823 -1.86694 -4.59858 0.27
H 0.84200 -0.55111 -5.92480 0.50
H 2.49129 -0.23486 -6.47289 0.51
H 1.73445 -1.13799 -2.34728 0.54
H 0.39332 -1.07721 -3.49611 0.51
H 2.91190 0.98149 -1.67172 0.67
H 2.38255 2.54329 -2.34070 0.52
```

Its SMILES is O=C(NCc1nnc(SCc2ccccc2)n1-c1ccccc1)[C@]12C[C@H]3C[C@H](C[C@H](C3)C1)C2. Its relative energy (zero: lowest compared OMol25 entry of this formula, charge and spin) is 0.00 kcal per mole. Its total energy is -1739.385317 hartree. Its net charge is 0. The calculation puts the molar mass at 458.6 g/mol.

---

This record from OMol25 describes a structure of composition C27H31AgAsN3OS5. The level of theory is ωB97M-V/def2-TZVPD.

```
69
Properties=species:S:1:pos:R:3:mulliken_charge:R:1
Ag -0.86294 -0.08542 1.60514 0.55
O 1.34575 -0.11272 1.47516 -0.69
As 2.30310 0.58963 0.30699 1.18
C 3.40318 -0.79002 -0.46150 0.49
C 4.16983 -1.56879 0.40429 -0.49
C 4.96387 -2.58660 -0.09858 -0.70
C 4.98603 -2.83877 -1.46466 -0.43
C 4.20026 -2.08569 -2.32379 -0.73
C 3.40600 -1.06087 -1.82518 -0.08
C 1.47525 1.48863 -1.17684 0.12
C 2.31307 2.06454 -2.13603 0.22
C 1.76373 2.74659 -3.20950 -0.79
C 0.38178 2.85882 -3.32640 -0.55
C -0.44867 2.29197 -2.37189 -0.93
C 0.09799 1.60456 -1.29640 -0.48
C 3.40269 1.91775 1.15784 0.62
C 4.17446 1.53936 2.25518 -0.45
C 4.90084 2.49265 2.94943 -0.71
C 4.84533 3.82598 2.56201 -0.43
C 4.06122 4.20658 1.48407 -0.75
C 3.33597 3.25403 0.77972 -0.14
H 4.12251 -1.40103 1.47142 0.34
H 5.55847 -3.18959 0.57513 0.40
H 5.60964 -3.63166 -1.85771 0.38
H 4.19945 -2.29770 -3.38541 0.41
H 2.78321 -0.49003 -2.49999 0.40
H 3.39063 1.99049 -2.03750 0.61
H 2.41122 3.19678 -3.95134 0.42
H -0.04542 3.39782 -4.16281 0.40
H -1.52368 2.39013 -2.45191 0.54
H -0.55778 1.17461 -0.55034 -0.09
H 4.19131 0.50925 2.58235 0.27
H 5.50087 2.19865 3.80073 0.39
H 5.40375 4.57159 3.11360 0.38
H 4.00124 5.24794 1.19556 0.41
H 2.71344 3.56110 -0.04930 0.38
C -3.23589 -2.63860 -1.42660 -1.05
N -2.04514 -2.86734 -0.61522 0.21
C -0.88666 -2.11710 -1.06546 -1.01
C -2.17990 -3.08148 0.74186 0.59
N -1.38193 -2.50885 1.57027 -0.60
N -3.22720 -3.92134 1.09598 0.19
C -3.39385 -5.18902 0.40011 -1.13
C -3.61659 -3.94504 2.48921 -1.24
H -3.38227 -1.56455 -1.58934 0.25
H -4.11667 -3.02641 -0.92484 0.40
H -3.13136 -3.12728 -2.39745 0.31
H -0.72664 -2.32867 -2.12455 0.38
H -0.00683 -2.41107 -0.49810 0.32
H -1.03587 -1.03722 -0.94658 0.24
H -1.48964 -2.86875 2.51022 0.15
H -2.88506 -5.15739 -0.55922 0.35
H -4.45221 -5.39950 0.23200 0.33
H -2.96913 -6.01141 0.98790 0.37
H -2.93982 -4.54999 3.10944 0.40
H -4.61433 -4.37687 2.56492 0.32
H -3.65257 -2.93038 2.88278 0.35
C -5.90798 1.89222 -0.82418 -0.42
S -6.03489 2.42683 0.90170 -0.09
C -4.40406 3.00160 1.17534 -0.20
C -3.30474 2.22787 1.31749 0.04
S -3.21014 0.48999 1.23381 -0.14
S -1.83323 3.13249 1.59083 0.13
C -2.47569 4.74123 1.55170 -0.01
S -1.55784 6.09250 1.73753 -0.28
S -4.17077 4.73680 1.26967 -0.12
H -6.86895 1.44390 -1.07662 0.30
H -5.11909 1.14805 -0.92064 -0.06
H -5.72064 2.74420 -1.47551 0.25
```

Its relative energy (zero: lowest compared OMol25 entry of this formula, charge and spin) is 20.11 kcal per mole. Its total energy is -5660.624410 hartree. Its net charge is 0. The calculation puts the molar mass at 756.7 g/mol.